Record 1
21
Properties=species:S:1:pos:R:3:nbo_charge:R:1 method="wB97M-V/def2-TZVPD" e_homo_ev="-15.51 / -19.11" total_charge=+2 s_squared=6.055 orbital_gap_ev="7.6 / 6.5" spin_multiplicity=5
O -0.0557 0.2404 -4.6332 -0.2707
C -0.0353 0.2480 -3.4720 0.5516
Fe -0.0430 0.2573 -1.7394 0.0068
O 1.7668 -2.0367 -1.3892 -0.3458
C 1.1023 -1.1034 -1.4988 0.5051
C -1.1345 1.6239 -1.3452 0.4868
O -1.8408 2.5167 -1.3398 -0.3132
C -1.4085 -0.8433 -1.4212 0.4979
O -2.3244 -1.5346 -1.3274 -0.3248
C 1.3537 1.3100 -1.3742 0.4936
O 2.2464 2.0423 -1.3468 -0.3185
C 0.2545 0.7969 2.9148 -0.7968
S -0.1255 0.2745 1.2483 1.3627
C 0.1746 -1.4887 1.4540 -0.7966
O -1.5986 0.4564 1.0708 -0.4989
H 1.2585 0.4692 3.1964 0.2982
H -0.5142 0.3218 3.5420 0.2972
H 0.2070 1.8920 2.9448 0.3017
H -0.1997 -1.7416 2.4464 0.2996
H -0.3346 -2.0640 0.6821 0.2781
H 1.2511 -1.6371 1.3877 0.2861


Record 2
65
Properties=species:S:1:pos:R:3:nbo_charge:R:1 method="wB97M-V/def2-TZVPD" e_homo_ev=-15.26 total_charge=+2 orbital_gap_ev=5.7 relative_energy_ev=0.000
N 2.1824 -0.9113 -0.4688 -0.8424
C 3.3434 -1.1493 -0.1953 0.9282
O 4.4750 -1.3900 0.0449 -0.3801
Au 1.2625 0.3874 -3.6029 0.8865
Nb 0.2872 -0.4670 -0.9812 1.8708
N -0.3912 -2.0004 -2.0861 -0.5853
N -0.0517 1.3453 -1.7906 -0.6558
C -0.2257 -3.4278 -1.7573 0.1124
C 0.5770 2.6636 -1.8934 0.0953
C 0.9282 -3.9809 -2.5943 -0.6132
C -1.5343 -4.1552 -2.0736 -0.6280
C 0.0974 -3.6294 -0.2806 -0.6449
C 0.2784 3.1984 -3.2955 -0.5969
C 0.0332 3.6047 -0.8266 -0.6327
C 2.0645 2.5036 -1.6335 -0.6134
H 0.6717 -3.9345 -3.6563 0.2106
H 1.0925 -5.0284 -2.3070 0.2560
H 1.8389 -3.3932 -2.4071 0.2100
H -2.3557 -3.6661 -1.5410 0.2408
H -1.4525 -5.2023 -1.7593 0.2543
H -1.7305 -4.1533 -3.1466 0.2148
H 1.0084 -3.0902 0.0205 0.2116
H 0.2784 -4.7040 -0.1228 0.2649
H -0.7495 -3.3305 0.3510 0.2473
H 0.5912 2.4899 -4.0863 0.1580
H 0.8315 4.1302 -3.4655 0.2706
H -0.7998 3.3674 -3.4047 0.2394
H -1.0259 3.8096 -0.9926 0.2186
H 0.5952 4.5445 -0.9011 0.2560
H 0.2000 3.1624 0.1624 0.2532
H 2.2626 2.0342 -0.6577 0.2620
H 2.5262 3.5019 -1.6498 0.2717
H 2.5282 1.8931 -2.4329 0.1632
C -1.5273 1.3185 -1.9977 -0.4579
H -1.9428 0.3886 -1.5521 0.2417
H -2.0057 2.1689 -1.4839 0.2709
H -1.8027 1.3502 -3.0627 0.2437
C -0.9343 -1.7758 -3.4393 -0.4157
H -2.0137 -1.5212 -3.4296 0.2522
H -0.3678 -0.9766 -3.9775 0.1361
H -0.7486 -2.6905 -4.0232 0.2561
C -1.6906 2.6550 3.1538 -0.6175
C -0.4927 2.0453 3.8535 -0.3866
C -0.2314 0.5725 3.4209 -0.2353
C 0.9412 -0.0579 4.2047 -0.3783
C 2.2283 0.7552 4.2144 -0.6177
C -1.4757 -0.2703 3.7215 0.7026
O -1.8769 -0.4710 4.8584 -0.5146
N -2.1999 -0.8205 2.6636 -0.6478
C -1.7635 -0.9509 1.3443 0.8035
O -2.3865 -1.5679 0.4763 -0.6067
N -0.5758 -0.3074 1.0718 -0.7665
C 0.0859 0.5391 1.9051 0.7394
O 0.9741 1.2359 1.3717 -0.6123
H -1.5423 2.6756 2.0641 0.1793
H -1.8194 3.6881 3.4978 0.2469
H -2.6125 2.1079 3.3921 0.2190
H 0.4164 2.6270 3.6401 0.2319
H -0.6222 2.0390 4.9507 0.2498
H 0.6179 -0.2172 5.2447 0.2575
H 1.1109 -1.0581 3.7765 0.2013
H 2.0859 1.7212 4.7187 0.2211
H 2.9928 0.1927 4.7668 0.2390
H 2.5817 0.9284 3.1881 0.2087
H -3.0403 -1.3463 2.8980 0.4529


Record 3
13
Properties=species:S:1:pos:R:3:nbo_charge:R:1 method="wB97M-V/def2-TZVPD" e_homo_ev=-8.69 orbital_gap_ev=7.3 relative_energy_ev=5.841
C 0.6100 0.6570 -0.1109 0.2349
C -1.5601 -0.5331 -0.0481 0.2759
H 3.3221 0.3569 -0.4885 0.1538
H 0.7362 -1.4868 -0.2752 0.4497
H -0.6891 2.4241 1.1471 0.3740
H -2.6218 -0.1327 0.3015 0.1913
H -2.0470 -2.3294 0.1096 0.3644
N 1.2185 -0.6104 -0.3636 -0.7533
N -0.7617 0.5478 -0.0476 -0.1758
N -1.2483 -1.7812 -0.0623 -0.7061
O -1.4043 1.7238 -0.1527 -0.4672
S 2.8501 -0.8532 0.0733 0.1606
S 1.5954 2.0171 -0.0826 -0.1023


Record 4
11
Properties=species:S:1:pos:R:3:nbo_charge:R:1 method="wB97M-V/def2-TZVPD" e_homo_ev=-8.72 orbital_gap_ev=9.0 smiles=O[C@H]1c2ccoc21 relative_energy_ev=5.112
C -1.0779 -0.8089 -0.1975 -0.3541
C -1.7021 0.2452 0.3628 0.1581
C 0.1131 -0.3285 -0.8273 -0.1591
C 0.1667 1.1339 -0.3927 0.1463
C 1.4134 0.2849 -0.3536 0.1251
O -0.9297 1.3413 0.3846 -0.3838
O 2.1966 0.0362 0.7262 -0.6581
H -1.2702 -1.8623 -0.3798 0.2437
H -2.5962 0.1831 0.7867 0.1905
H 1.9311 0.4927 -1.2758 0.2075
H 1.7552 -0.7176 1.1662 0.4837


Record 5
56
Properties=species:S:1:pos:R:3:nbo_charge:R:1 method="wB97M-V/def2-TZVPD" e_homo_ev=-8.65 orbital_gap_ev=7.7 smiles="COc1ccc(NC(=O)COC(=O)[C@H]2CC[C@@H](C(C)(C)C)CC2)c([N+](=O)[O-])c1" relative_energy_ev=5.029
C -6.5798 -2.5726 0.1331 -0.2551
H -7.5394 -2.9110 0.5191 0.2052
O -6.2415 -1.4375 0.8995 -0.4846
C -5.0807 -0.8007 0.6326 0.2888
C -4.1737 -1.1692 -0.3416 -0.2917
C -2.9965 -0.4372 -0.5445 0.0405
C -2.7044 0.6963 0.2413 0.1683
C -3.6391 1.0465 1.2275 -0.2274
C -4.7900 0.3258 1.4186 -0.1857
H -5.4974 0.6132 2.1797 0.2320
H -3.4350 1.9083 1.8404 0.2693
N -1.5475 1.4271 0.0523 -0.6244
C -1.1330 2.5470 0.7063 0.6680
O -1.7220 3.1163 1.5954 -0.5952
C 0.1960 3.0848 0.1865 -0.1825
H 0.8485 3.3031 1.0412 0.2477
H -0.0057 4.0296 -0.3331 0.2148
O 0.8552 2.1996 -0.7039 -0.5307
C 2.1798 2.0006 -0.5045 0.8185
O 2.7859 2.5350 0.3831 -0.5926
C 2.7438 1.0739 -1.5567 -0.3193
C 2.1426 -0.3316 -1.4383 -0.3825
C 2.5995 -1.0087 -0.1505 -0.4170
H 2.1182 -1.9844 -0.0805 0.2129
H 2.2801 -0.4084 0.7032 0.1971
C 4.1254 -1.1560 -0.1333 -0.2004
C 4.7351 0.2473 -0.2162 -0.4079
C 4.2678 0.9897 -1.4679 -0.3920
H 4.6901 1.9964 -1.4643 0.2182
H 4.6345 0.4709 -2.3566 0.2029
H 5.8224 0.1892 -0.2510 0.2097
H 4.4531 0.8282 0.6606 0.2191
H 4.4164 -1.6977 -1.0426 0.1922
C 4.6481 -1.9941 1.0644 -0.0203
C 4.1383 -1.4676 2.4083 -0.6187
H 3.0646 -1.6064 2.5031 0.2062
H 4.3648 -0.4115 2.5261 0.2104
H 4.6190 -2.0088 3.2207 0.2092
C 4.2006 -3.4529 0.9018 -0.6076
H 4.6052 -4.0589 1.7097 0.2069
H 3.1186 -3.5464 0.9290 0.2038
H 4.5580 -3.8609 -0.0412 0.2050
C 6.1824 -1.9855 1.0866 -0.6104
H 6.5463 -2.7347 1.7867 0.2072
H 6.5675 -1.0209 1.4047 0.2084
H 6.5850 -2.2181 0.1030 0.2047
H 1.0550 -0.2776 -1.4831 0.2319
H 2.4786 -0.9200 -2.2949 0.2048
H 2.4471 1.4970 -2.5232 0.2369
H -0.9387 1.0903 -0.6994 0.4567
N -2.1450 -0.9186 -1.5809 0.5236
O -2.4603 -1.9365 -2.1613 -0.3680
O -1.1242 -0.2943 -1.8521 -0.4237
H -4.3348 -2.0237 -0.9792 0.2570
H -5.8394 -3.3692 0.2507 0.1801
H -6.6824 -2.3226 -0.9269 0.1800


Record 6
48
Properties=species:S:1:pos:R:3:nbo_charge:R:1 method="wB97M-V/def2-TZVPD" e_homo_ev=-12.72 total_charge=+1 orbital_gap_ev=6.9 relative_energy_ev=1.187
W 0.3669 0.2302 0.0201 2.0686
C 3.4233 -1.4605 -1.7154 -0.6828
C 3.4090 -0.9796 -0.3107 0.4770
N 2.4223 -0.3818 0.3274 -0.5347
C 2.8347 -0.1513 1.6331 -0.0015
C 4.0955 -0.5878 1.7837 0.0509
N 4.4348 -1.1102 0.5488 -0.4710
C 5.0814 -0.3329 2.8889 0.7579
O 5.7668 -1.3916 3.3465 -0.6385
O 5.2750 0.7727 3.2764 -0.4712
C 1.7867 0.2440 2.5987 0.7688
O 1.9277 0.3569 3.7673 -0.4694
O 0.6236 0.4251 1.9231 -0.7017
H 2.4286 -1.3948 -2.1374 0.2712
H 3.7522 -2.4991 -1.7554 0.2585
H 4.1055 -0.8625 -2.3237 0.2594
H 5.3383 -1.4827 0.2966 0.4471
H 5.3863 -2.2348 3.0695 0.4937
S 1.2074 1.5039 -1.9680 0.1674
C 0.2780 2.4891 -0.8939 -0.2281
C -0.9267 3.1286 -1.2338 -0.2131
C -1.6035 3.8274 -0.2774 -0.1220
C -1.1231 3.8866 1.0470 -0.1164
C 0.0741 3.3250 1.3729 -0.1582
C 0.8211 2.6216 0.3974 -0.3437
H -1.2977 3.0452 -2.2469 0.2472
H -2.5245 4.3367 -0.5332 0.2482
H -1.6900 4.4205 1.7988 0.2370
H 0.4852 3.4571 2.3650 0.2457
H 1.8893 2.5217 0.5062 0.2771
O -4.4059 -4.6615 -2.2022 -0.3481
N -4.9115 -3.5815 -1.9834 0.5186
O -6.0718 -3.2869 -2.1666 -0.3396
C -4.0195 -2.5158 -1.4657 0.0941
C -4.5714 -1.3064 -1.1128 -0.1788
C -3.7573 -0.3056 -0.6306 0.0497
C -2.3931 -0.5161 -0.5018 0.3033
O -1.5009 0.4218 -0.1005 -0.6082
C -1.8741 -1.7586 -0.8874 0.0287
C -2.6721 -2.7699 -1.3596 -0.1519
N -0.4555 -1.9822 -0.7559 0.1112
O -0.0716 -1.5913 0.5609 -0.4960
O 0.2163 -0.9423 -1.4930 -0.5192
N -4.4042 0.9778 -0.2639 0.5294
O -3.6886 1.8432 0.2003 -0.3723
O -5.5681 1.1214 -0.5587 -0.3287
H -5.6325 -1.1367 -1.2101 0.3003
H -2.2662 -3.7321 -1.6405 0.2842


Record 7
46
Properties=species:S:1:pos:R:3:nbo_charge:R:1 method="wB97M-V/def2-TZVPD" e_homo_ev=-9.75 orbital_gap_ev=9.4 relative_energy_ev=1.055
Ar 17.4808 -13.3479 12.9707 -0.0003
O 17.0943 -10.0553 14.8136 -0.9515
H 17.1432 -9.3497 14.1687 0.4576
H 17.9651 -10.4526 14.8012 0.4869
O 19.9857 -16.1403 12.6324 -0.9575
H 20.8561 -16.2598 12.2525 0.4712
H 19.9233 -15.1997 12.7984 0.4842
O 17.4457 -16.5435 14.6298 -0.9711
H 17.2633 -17.4056 15.0037 0.4808
H 17.4251 -16.6832 13.6831 0.5101
O 17.4434 -10.1025 10.7587 -0.9588
H 17.3975 -9.5407 9.9852 0.4833
H 18.3440 -10.0099 11.0695 0.4837
O 14.7360 -10.9770 12.0631 -0.9616
H 14.7802 -10.8169 13.0058 0.4846
H 15.5632 -10.6363 11.7227 0.4875
O 21.0504 -13.4016 13.8861 -0.9618
H 20.5740 -12.5760 13.7986 0.4718
H 20.9163 -13.6606 14.7977 0.4856
O 14.7666 -15.1416 10.7537 -0.9530
H 14.8614 -14.6217 9.9556 0.4925
H 14.2385 -15.8945 10.4883 0.4823
O 19.6064 -11.2425 15.5738 -0.9615
H 19.7036 -11.8969 16.2655 0.4917
H 20.4757 -10.8506 15.4904 0.4789
O 15.3166 -13.2087 15.9356 -0.9440
H 14.5563 -13.2656 16.5144 0.4739
H 16.0510 -13.0251 16.5215 0.4728
O 14.6545 -15.9080 14.4709 -0.9768
H 15.5490 -16.2481 14.4914 0.4705
H 14.7498 -14.9714 14.6437 0.4874
O 17.0074 -17.0451 11.5930 -0.9661
H 16.2690 -16.4850 11.3535 0.4941
H 16.6334 -17.9245 11.6482 0.4738
O 13.3607 -13.4222 12.3362 -0.9859
H 13.9483 -14.1294 12.0701 0.4800
H 13.9066 -12.6362 12.3160 0.4784
O 17.6278 -12.5906 9.1580 -0.9581
H 17.7998 -11.9148 8.5023 0.4762
H 17.5350 -12.1093 9.9801 0.4922
O 18.4323 -15.2038 9.4260 -0.9708
H 18.0508 -14.3259 9.4330 0.4805
H 18.0317 -15.6456 10.1746 0.4731
O 19.5917 -15.1553 15.8357 -0.9843
H 20.2902 -15.7737 15.6215 0.4729
H 18.8613 -15.4142 15.2737 0.5045


Record 8
55
Properties=species:S:1:pos:R:3:nbo_charge:R:1 method="wB97M-V/def2-TZVPD" e_homo_ev=-8.12 orbital_gap_ev=8.7 relative_energy_ev=21.382
C -1.8710 -4.3122 1.9257 -0.2788
H -1.7722 -5.3838 1.5980 0.2129
O -2.0767 -3.5630 0.6111 -0.4746
C -2.2097 -2.3329 0.6020 0.3481
C -2.0464 -1.6667 1.5835 -0.3517
C -2.1787 -0.1929 1.6675 -0.2368
C -2.4537 0.3255 0.5509 -0.2354
C -2.5970 -0.3118 -0.8611 -0.3643
C -2.5872 -1.6866 -0.7292 0.3046
O -2.6945 -2.6239 -1.6638 -0.4744
C -3.0092 -1.8497 -2.9227 -0.2712
H -3.9613 -1.3403 -3.0800 0.2151
H -3.0475 -3.0936 -3.7074 0.1777
H -2.0745 -1.3659 -3.2405 0.2054
H -2.7991 0.1529 -1.7955 0.2549
S -2.4347 2.1995 0.3118 2.2401
O -3.1087 2.3906 -0.9216 -0.9577
O -2.7409 2.7796 1.5241 -0.9353
N -0.7013 2.8158 -0.2174 -0.6074
C 0.1191 2.7663 1.0414 -0.1752
C 0.9001 1.4116 0.9247 -0.4018
H 0.1616 0.6884 1.4346 0.2496
H 1.6963 1.6221 1.8546 0.1948
C 1.5380 1.1438 -0.1614 -0.4059
C 2.2613 -0.1088 -0.4695 0.7033
O 1.7431 -1.2641 -0.5623 -0.6073
N 3.5198 -0.5290 0.2928 -0.4447
C 4.4096 0.9076 0.6542 -0.1639
H 3.7530 1.6535 0.8153 0.2002
C 5.6074 0.7923 -0.1892 -0.4521
C 6.3429 -0.3824 -0.3041 -0.3537
C 5.3486 -1.6599 -0.7292 -0.3817
C 4.2148 -1.5886 0.3678 -0.2321
H 3.4364 -2.5209 0.0444 0.2202
H 4.4864 -1.8755 1.3788 0.2087
H 5.9356 -2.3916 -0.4976 0.1908
H 5.0464 -1.5060 -1.7977 0.2054
H 7.1549 -0.4378 -0.7016 0.1928
H 6.7369 -0.6186 0.7558 0.1669
H 6.1106 1.7761 0.1463 0.2031
H 5.2970 0.9665 -1.1103 0.2022
H 4.5926 0.6169 1.9426 0.1611
H 2.2297 1.8253 -0.5669 0.2266
C 0.4729 0.9111 -1.3940 -0.3694
C -0.3679 2.4250 -1.5153 -0.1552
H 0.5501 3.1186 -1.7744 0.1814
H -1.0244 2.2021 -2.0882 0.1862
H -0.0090 0.0642 -1.1778 0.2095
H 1.0124 0.9788 -2.4991 0.1998
H 0.7028 3.6273 0.8112 0.1899
H -0.3905 2.9500 1.7899 0.1994
H -1.9709 0.5781 2.4223 0.2506
H -1.6911 -1.8617 2.6046 0.2290
H -2.6022 -4.1978 2.7152 0.2026
H -0.8135 -4.0951 2.3231 0.1974


Record 9
8
Properties=species:S:1:pos:R:3:nbo_charge:R:1 method="wB97M-V/def2-TZVPD" e_homo_ev=-9.73 orbital_gap_ev=9.6 smiles="C=N.O" relative_energy_ev=3.175
C -1.3986 0.0326 0.4152 0.0190
N -0.3970 0.4851 -0.3064 -0.6793
H -1.7483 0.5988 1.2898 0.1357
H -2.0152 -0.8763 0.3033 0.1576
H 0.0005 0.3099 0.7303 0.3967
H 2.3982 0.3472 -0.9010 0.4570
H 1.1019 -0.3364 -0.6921 0.4750
O 2.0584 -0.5610 -0.8391 -0.9617


Record 10
13
Properties=species:S:1:pos:R:3:nbo_charge:R:1 method="wB97M-V/def2-TZVPD" e_homo_ev=-8.32 orbital_gap_ev=9.2 smiles="C=C(N)O[C@@H]1NO1" relative_energy_ev=4.739
N -1.6685 -0.1347 -0.7378 -0.8257
C -0.9181 -0.2544 0.4284 0.4559
O -0.2751 0.9296 0.7803 -0.5131
C -0.7035 -1.3468 1.1520 -0.5386
O 1.5968 -0.2045 -0.1519 -0.3700
C 0.9911 0.9601 0.2377 0.4562
N 1.1456 0.7942 -1.1676 -0.3606
H -1.4105 0.6944 -1.2565 0.3876
H -1.5788 -0.9527 -1.3276 0.3835
H -1.0397 -2.3109 0.7946 0.2049
H -0.1345 -1.2934 2.0717 0.2152
H 1.6114 1.6667 0.7805 0.1655
H 1.9848 1.2988 -1.4704 0.3392


Record 11
36
Properties=species:S:1:pos:R:3:nbo_charge:R:1 method="wB97M-V/def2-TZVPD" e_homo_ev=-10.00 orbital_gap_ev=10.1 smiles="COB(O)OC(=O)OP(O)Br.O=C1OC[C@@H](F)O1.O=C1OC[C@@H](F)O1"
C 1.4164 -2.2500 -3.1864 -0.2767
O 2.2669 -2.7614 -2.1273 -0.7370
B 3.5663 -2.1539 -2.1273 1.3504
O 4.3863 -2.0097 -3.3253 -0.9334
O 4.1758 -1.5878 -0.9069 -0.6808
C 3.7317 -0.2362 -0.8341 0.9937
O 4.0353 0.5287 0.1083 -0.5621
O 2.8710 0.1861 -1.8821 -0.8349
P 3.1213 1.8365 -2.3167 1.3295
O 3.8897 1.9175 -3.8512 -0.9644
Br 1.0144 2.6579 -2.7482 -0.2750
H 0.5907 -2.9871 -3.5068 0.2024
H 1.9647 -1.9492 -4.1411 0.1818
H 0.8516 -1.3262 -2.7814 0.2083
H 4.4177 -2.8926 -3.7536 0.5010
H 3.6517 1.1095 -4.3796 0.4992
C 0.6142 1.5394 1.1930 -0.1316
C -0.7907 1.6747 1.6841 0.4333
O -1.5516 1.0612 0.6598 -0.4929
C -0.7322 0.1195 0.1151 0.9663
O -1.1089 -0.7739 -0.5886 -0.5767
O 0.5679 0.3130 0.4745 -0.4842
F -1.1513 2.9753 1.7680 -0.3183
H 0.9045 2.3467 0.5144 0.2057
H 1.3376 1.4900 2.0079 0.2156
H -0.9842 1.1750 2.6342 0.1731
C -4.7722 -0.7051 3.6250 -0.1321
C -4.6080 -0.1451 2.2479 0.4389
O -4.0252 1.1207 2.4827 -0.4758
C -3.3136 0.9850 3.6348 0.9645
O -2.4755 1.7583 4.0015 -0.5712
O -3.6653 -0.1418 4.3155 -0.4757
F -5.8093 0.0373 1.6506 -0.3222
H -5.7011 -0.3824 4.1035 0.2052
H -4.7306 -1.7951 3.6393 0.2104
H -3.9561 -0.7346 1.5964 0.1658


Record 12
12
Properties=species:S:1:pos:R:3:nbo_charge:R:1 method="wB97M-V/def2-TZVPD" e_homo_ev=-8.89 orbital_gap_ev=9.7 smiles="O=C=CCCO" relative_energy_ev=2.397
O 1.9756 1.0831 -1.4620 -0.4541
C 1.3271 0.2731 -0.9335 0.7473
C 0.7606 -0.8283 -0.4146 -0.6260
C -0.6871 -0.7511 0.0515 -0.4274
C -0.8814 0.7157 0.5105 -0.0761
O 0.4178 1.2326 0.7520 -0.7012
H 1.2465 -1.7562 -0.6705 0.2651
H 0.9312 0.3806 0.9125 0.4846
H -1.3598 -1.0057 -0.7756 0.2161
H -0.8967 -1.4579 0.8639 0.2128
H -1.4563 0.8044 1.4355 0.1805
H -1.3773 1.3097 -0.2697 0.1784